Entry 1:
One molecule with the formula C3H3N5, computed with ωB97M-V with the def2-TZVPD basis set.

## Properties
SMILES string ... [H]/N=c1\ncncnn1
Orbital gap ... 8.61 eV
Relative energy (zero: lowest compared OMol25 entry of this formula, charge and spin) ... 406.24 kJ/mol
HOMO level ... -9.7 eV

Cartesian coordinates (Å):
C: 1.292 -0.038 -0.217
C: -0.546 1.254 -0.296
C: -1.371 -0.836 0.304
H: 2.307 0.179 1.208
H: -1.133 2.037 -0.648
H: -1.918 -1.429 1.079
N: 2.119 -0.475 0.492
N: 0.711 1.138 -0.554
N: -1.475 0.460 0.250
N: -0.586 -1.440 -0.689
N: 0.600 -0.849 -0.929

Mulliken population analysis, charges in e, atoms 1 to 2:
1 C 0.68
2 C 0.20

=====

Entry 2:
C42H41NO2P2PbS2 as an isolated structure, computed with ωB97M-V with the def2-TZVPD basis set.

## Properties
Orbital gap ... 6.98 eV
Relative energy (zero: lowest compared OMol25 entry of this formula, charge and spin) ... 0.00 kJ/mol
HOMO level ... -7.1 eV

Cartesian coordinates (Å):
Pb: 0.273 -0.556 0.474
C: -1.878 0.827 -7.272
C: -1.887 -0.449 -6.879
C: -1.057 -1.560 -7.456
C: 0.310 -1.173 -8.063
C: 1.194 -0.347 -7.170
C: 1.216 0.989 -7.077
C: 0.365 1.952 -7.848
C: -1.013 1.447 -8.336
C: 1.821 0.579 1.657
H: -2.603 1.525 -6.830
H: -2.632 -0.770 -6.139
H: -1.630 -2.090 -8.240
H: -0.875 -2.305 -6.664
H: 0.845 -2.121 -8.244
H: 0.163 -0.720 -9.051
H: 1.926 -0.933 -6.602
H: 1.989 1.469 -6.470
H: 0.920 2.314 -8.733
H: 0.193 2.840 -7.220
H: -1.551 2.338 -8.701
H: -0.882 0.797 -9.210
H: 1.469 1.614 1.814
H: 2.811 0.534 1.183
H: 1.806 0.052 2.631
P: -1.675 -0.596 -2.008
P: 1.625 0.038 -1.910
C: -0.588 -0.792 -3.416
C: 0.765 -0.612 -3.346
C: -2.628 -2.133 -1.794
C: -2.945 -2.997 -2.854
C: -3.663 -4.173 -2.596
C: -4.010 -4.516 -1.285
C: -3.650 -3.676 -0.222
C: -2.988 -2.480 -0.472
C: -2.866 0.741 -2.362
C: -2.372 2.063 -2.365
C: -3.253 3.135 -2.474
C: -4.626 2.906 -2.629
C: -5.115 1.596 -2.668
C: -4.243 0.514 -2.535
C: 3.140 -0.986 -1.664
C: 2.985 -2.285 -1.129
C: 4.101 -3.066 -0.835
C: 5.391 -2.596 -1.112
C: 5.552 -1.319 -1.662
C: 4.438 -0.510 -1.922
C: 2.184 1.726 -2.302
C: 2.341 2.669 -1.265
C: 2.840 3.940 -1.552
C: 3.137 4.304 -2.872
C: 2.924 3.390 -3.910
C: 2.440 2.108 -3.631
H: -1.083 -1.066 -4.357
H: 1.415 -0.910 -4.179
H: -2.635 -2.751 -3.872
H: -3.942 -4.831 -3.422
H: -4.548 -5.443 -1.083
H: -3.881 -3.954 0.808
H: -2.732 -1.801 0.352
H: -1.297 2.241 -2.263
H: -2.864 4.153 -2.436
H: -5.313 3.751 -2.713
H: -6.184 1.421 -2.793
H: -4.632 -0.507 -2.561
H: 1.982 -2.682 -0.931
H: 3.962 -4.054 -0.392
H: 6.262 -3.222 -0.901
H: 6.556 -0.953 -1.887
H: 4.583 0.494 -2.329
H: 2.079 2.393 -0.239
H: 2.997 4.652 -0.742
H: 3.525 5.301 -3.089
H: 3.139 3.677 -4.941
H: 2.260 1.402 -4.442
O: -0.633 3.322 5.681
S: -0.088 2.262 4.871
O: 1.327 1.977 4.962
N: -0.549 2.369 3.298
C: -1.308 1.372 2.867
S: -1.658 1.231 1.202
C: -1.649 0.388 3.905
C: -2.291 -0.849 3.806
C: -2.199 -1.748 4.877
C: -1.525 -1.385 6.057
C: -0.939 -0.119 6.178
C: -1.008 0.742 5.093
H: -2.845 -1.096 2.897
H: -2.636 -2.747 4.787
H: -1.446 -2.095 6.886
H: -0.422 0.211 7.075

Mulliken population analysis, charges in e, atoms 1 to 2:
1 Pb 1.06
2 C -0.39

=====

Entry 3:
A 12-piece molecular cluster, C4H33N3O12 overall, computed with ωB97M-V with the def2-TZVPD basis set.

## Properties
SMILES string ... C[C@H](NCN)C(N)=O.O.O.O.O.O.O.O.O.O.O.O
Orbital gap ... 9.63 eV
Relative energy (zero: lowest compared OMol25 entry of this formula, charge and spin) ... 211.62 kJ/mol
HOMO level ... -9.6 eV

Cartesian coordinates (Å):
O: -0.468 1.973 0.438
C: 0.747 2.003 0.318
N: 1.449 2.869 1.104
C: 1.558 1.135 -0.629
C: 1.251 1.717 -2.024
N: 0.942 -0.204 -0.485
C: 1.763 -1.343 -0.846
N: 1.340 -2.458 -0.011
H: 2.391 2.767 1.426
H: 0.823 3.301 1.773
H: 2.582 0.904 -0.372
H: 0.523 1.174 -2.621
H: 0.942 2.757 -2.062
H: 2.220 1.740 -2.530
H: 0.072 -0.308 -0.989
H: 2.816 -1.174 -0.610
H: 1.712 -1.609 -1.914
H: 1.684 -3.335 -0.369
H: 0.341 -2.634 0.095
H: -2.446 -2.451 -1.940
H: -3.829 -2.832 -2.308
O: -2.923 -2.945 -2.616
H: -0.343 -0.498 2.341
H: 0.729 -1.116 1.366
O: 0.579 -0.762 2.282
H: -0.908 3.231 -1.902
H: -1.423 4.313 -2.866
O: -1.282 3.359 -2.781
H: 2.725 -3.007 3.397
H: 1.385 -2.345 3.210
O: 1.782 -3.218 3.387
H: -0.216 3.159 -4.208
H: 0.487 2.046 -5.110
O: 0.414 2.983 -4.928
H: -2.277 -1.748 0.039
H: -2.095 -2.620 1.299
O: -2.076 -2.648 0.323
H: -4.191 1.317 -3.213
H: -5.279 0.159 -2.993
O: -4.764 0.861 -2.594
H: -2.507 0.843 -1.453
H: -2.117 0.072 -0.192
O: -2.405 -0.045 -1.104
H: -0.112 1.004 3.027
H: 1.034 1.073 4.028
O: 0.230 1.521 3.752
H: -0.410 -2.232 2.737
H: -0.675 -3.624 3.291
O: -1.131 -2.871 2.892
H: 2.731 0.102 5.032
H: 3.127 -0.387 3.664
O: 3.498 0.029 4.452

Mulliken population analysis, charges in e, atoms 1 to 2:
1 O -0.60
2 C -0.17

=====

Entry 4:
A 3-piece molecular cluster, C7H14N3 overall, computed with ωB97M-V with the def2-TZVPD basis set.

## Properties
Orbital gap ... 9.23 eV
Relative energy (zero: lowest compared OMol25 entry of this formula, charge and spin) ... 530.83 kJ/mol
HOMO level ... -13.2 eV
Total charge ... +1

Cartesian coordinates (Å):
C: -2.263 0.356 -0.595
C: -1.432 -0.129 1.679
C: -0.306 -0.815 0.929
C: 1.112 -0.021 -0.877
C: 0.111 -2.052 1.156
C: 1.081 0.725 -2.134
C: 2.416 -0.201 -0.156
N: -1.135 0.115 -1.126
N: -2.480 0.368 0.699
N: -0.061 -0.176 -0.333
H: -3.138 0.594 -1.102
H: -1.908 -0.769 2.293
H: -0.994 0.571 2.327
H: 0.655 -2.533 0.338
H: -0.036 -2.629 2.141
H: -0.197 1.811 0.712
H: -0.061 0.828 -2.515
H: 1.854 0.318 -2.824
H: 1.456 1.729 -2.148
H: 3.144 0.364 -0.524
H: 2.693 -1.150 -0.248
H: 2.276 -0.146 0.968
H: -3.368 0.743 0.888
H: 0.580 2.100 0.453

Mulliken population analysis, charges in e, atoms 1 to 2:
1 C -0.12
2 C -1.16

=====

Question: What is the formula in the second record?
Answer: C42H41NO2P2PbS2